1.
{
  "formula": "C25H41BrN2P2Ru",
  "method": "wB97M-V/def2-TZVPD",
  "total_charge": 4,
  "spin_multiplicity": 5,
  "relative_energy_kj_mol": 0.0,
  "total_energy_ha": -4436.55696,
  "elements": ["Ru", "Br", "P", "P", "N", "N", "C", "C", "C", "C", "C", "C", "C", "C", "C", "C", "C", "C", "C", "C", "C", "C", "C", "C", "C", "C", "C", "C", "C", "C", "C", "H", "H", "H", "H", "H", "H", "H", "H", "H", "H", "H", "H", "H", "H", "H", "H", "H", "H", "H", "H", "H", "H", "H", "H", "H", "H", "H", "H", "H", "H", "H", "H", "H", "H", "H", "H", "H", "H", "H", "H", "H"],
  "xyz": [[0.272, 0.276, -0.980], [-0.750, -1.317, 3.650], [1.764, -0.541, 0.525], [-1.331, -1.209, -0.841], [-0.882, 5.135, -4.235], [-0.291, 0.962, 5.129], [-0.642, 2.221, 1.218], [-0.358, 4.419, -2.008], [0.464, 2.679, 1.965], [-0.461, 1.543, 3.804], [-2.684, -1.231, 0.382], [-0.485, 3.071, -2.407], [-2.216, -0.681, -2.359], [-0.577, 5.414, -2.971], [-3.770, -2.285, 0.171], [-0.603, -2.908, -0.676], [2.560, -0.748, -1.148], [-1.718, 1.442, 3.215], [2.866, 0.551, 1.483], [3.109, 0.561, -1.702], [1.880, -2.070, 1.525], [-1.818, 1.810, 1.890], [-0.734, 2.789, -3.762], [4.265, -0.027, 1.645], [-0.423, 1.798, -0.110], [-2.772, -1.849, -3.143], [-0.323, 1.993, -1.445], [2.710, -3.238, 1.004], [-0.965, 3.867, -4.635], [0.578, 2.297, 3.289], [-1.296, -4.154, -1.215], [2.878, 1.546, 1.019], [2.729, -3.996, 1.799], [1.465, 2.510, 3.897], [-2.211, -1.329, 1.377], [-4.381, -2.057, -0.706], [3.796, 1.063, -1.012], [4.898, 0.719, 2.134], [1.250, 3.252, 1.481], [2.254, 1.238, -1.924], [1.783, -1.144, -1.844], [-0.510, 6.466, -2.698], [0.557, 1.294, 5.599], [0.843, -2.362, 1.742], [3.746, -2.938, 0.800], [3.635, 0.349, -2.640], [-1.219, 3.673, -5.678], [-3.108, -0.215, 0.341], [-0.487, -3.021, 0.412], [-0.266, -0.134, 4.946], [4.737, -0.285, 0.689], [-2.570, 1.043, 3.768], [4.269, -0.919, 2.280], [-1.113, 1.170, 5.689], [-4.427, -2.285, 1.046], [3.296, -1.536, -0.978], [-2.007, -4.566, -0.489], [-3.608, -2.321, -2.613], [0.414, -2.838, -1.097], [2.280, -1.730, 2.494], [-3.131, -1.508, -4.108], [2.275, -3.706, 0.113], [2.369, 0.661, 2.456], [-3.377, -3.300, 0.067], [-0.747, 1.763, -4.129], [-2.004, -2.601, -3.330], [-1.808, -3.993, -2.165], [-1.494, -0.072, -2.939], [-3.008, 0.021, -2.041], [-2.766, 1.739, 1.357], [-0.076, 4.693, -0.995], [-0.527, -4.919, -1.380]]
}

=====

2.
{
  "formula": "C25H41Cl3DyO2P2",
  "method": "wB97M-V/def2-TZVPD",
  "total_charge": 1,
  "spin_multiplicity": 6,
  "total_energy_ha": -4075.77258,
  "elements": ["Dy", "Cl", "Cl", "Cl", "P", "P", "O", "O", "C", "C", "C", "C", "C", "C", "C", "C", "C", "C", "C", "C", "C", "C", "C", "C", "C", "C", "C", "C", "C", "C", "C", "C", "C", "H", "H", "H", "H", "H", "H", "H", "H", "H", "H", "H", "H", "H", "H", "H", "H", "H", "H", "H", "H", "H", "H", "H", "H", "H", "H", "H", "H", "H", "H", "H", "H", "H", "H", "H", "H", "H", "H", "H", "H", "H"],
  "xyz": [[0.945, 0.659, 1.131], [1.270, -1.189, 6.741], [3.095, 0.676, 5.451], [3.234, -2.171, 4.800], [-1.666, 0.286, 0.765], [1.118, -1.156, -0.790], [0.013, -1.200, 4.095], [1.610, -0.014, 3.013], [1.878, 3.087, 2.015], [-1.297, -3.583, -1.695], [4.255, 2.097, 2.078], [0.849, 3.215, -1.571], [0.957, -0.458, -2.470], [3.657, 1.777, -1.013], [-0.728, -2.953, -2.746], [2.708, 2.303, 0.004], [-2.594, 1.342, -0.387], [1.426, 2.899, -0.242], [1.834, 3.542, 3.422], [-0.366, 4.099, 1.217], [-2.810, -0.533, 1.904], [-2.906, -1.861, -3.630], [1.119, -0.680, 4.036], [1.823, -2.826, -0.729], [0.896, 3.343, 1.012], [2.140, -0.834, 5.249], [-3.008, -1.122, -2.334], [-2.722, -4.039, -1.661], [-1.491, -2.438, -3.931], [-3.664, -3.085, -0.876], [-0.683, -1.173, -0.148], [2.988, 2.439, 1.397], [-3.488, -1.627, -1.171], [-3.325, -1.378, 1.428], [0.019, -0.745, -2.959], [-3.501, 0.878, -0.785], [1.314, 2.617, -2.363], [1.919, 2.695, 4.116], [-0.234, 3.030, -1.593], [-3.548, 0.203, 2.260], [-1.118, 3.836, 0.465], [-1.588, -3.251, -4.673], [-0.697, -3.951, -0.851], [-2.231, -0.891, 2.770], [-0.870, -2.097, 0.417], [-4.022, -0.975, -0.470], [4.976, 1.670, 1.375], [-3.124, -4.206, -2.672], [-3.671, -2.648, -3.730], [-2.849, -0.047, -2.450], [2.792, -2.826, -1.250], [-1.963, 1.656, -1.232], [4.208, 0.910, -0.623], [0.901, 4.071, 3.634], [-2.895, 2.254, 0.151], [4.399, 2.543, -1.292], [-3.127, -1.131, -4.429], [4.095, 1.377, 2.890], [2.019, -3.062, 0.330], [-0.195, 5.186, 1.159], [-3.529, -3.279, 0.203], [4.708, 2.993, 2.526], [2.670, 4.223, 3.637], [1.004, 4.277, -1.834], [-1.230, -1.267, -1.083], [1.193, -3.617, -1.150], [-2.745, -5.017, -1.153], [0.351, -3.042, -2.914], [0.985, 0.640, -2.434], [-0.920, -1.648, -4.444], [3.142, 1.464, -1.928], [-0.790, 3.884, 2.206], [-4.713, -3.361, -1.095], [1.800, -0.791, -3.094]]
}

=====

3.
{
  "formula": "C25H41Cl3FeN3O3Si",
  "method": "wB97M-V/def2-TZVPD",
  "total_charge": -1,
  "spin_multiplicity": 5,
  "relative_energy_kj_mol": 175.1,
  "total_energy_ha": -4301.19307,
  "elements": ["Fe", "Cl", "Cl", "Cl", "Si", "O", "O", "O", "N", "N", "N", "C", "C", "C", "C", "C", "C", "C", "C", "C", "C", "C", "C", "C", "C", "C", "C", "C", "C", "C", "C", "C", "C", "C", "C", "C", "H", "H", "H", "H", "H", "H", "H", "H", "H", "H", "H", "H", "H", "H", "H", "H", "H", "H", "H", "H", "H", "H", "H", "H", "H", "H", "H", "H", "H", "H", "H", "H", "H", "H", "H", "H", "H", "H", "H", "H", "H"],
  "xyz": [[0.266, -0.162, 1.203], [-1.296, -0.262, 2.727], [-0.137, -1.787, -0.355], [2.231, 0.423, 1.821], [-0.272, 0.574, -1.789], [-1.281, 3.790, 4.375], [1.324, -0.018, -2.027], [-3.327, -2.866, 4.523], [0.585, -0.294, 5.305], [-1.750, -3.827, 3.146], [-0.784, 4.194, 2.163], [-0.530, -4.611, 3.056], [2.136, -0.288, -3.181], [2.367, 1.616, -4.795], [0.523, 0.078, -5.105], [-2.339, -3.575, 4.346], [2.194, -2.363, -4.619], [0.252, 0.965, 5.528], [0.709, 2.042, -6.514], [2.425, -3.807, -4.946], [-1.450, 0.290, 7.101], [-0.284, 2.281, -2.743], [-0.553, 1.415, -0.127], [-0.474, 4.050, 3.483], [2.321, -1.800, -3.406], [0.233, 4.640, 1.220], [-0.054, -1.283, 5.908], [-0.764, 1.317, 6.442], [0.038, 0.870, -6.160], [-1.087, -1.036, 6.838], [-2.166, 4.189, 1.720], [1.665, 0.472, -4.405], [1.885, 2.401, -5.846], [2.788, -2.592, -2.223], [-1.619, -0.463, -2.552], [-2.378, -3.397, 1.916], [-0.243, -4.912, 4.068], [-1.589, -1.884, 7.291], [-2.990, -2.509, 2.100], [-2.782, 3.691, 2.470], [-2.240, 3.657, 0.767], [0.111, 4.128, 0.257], [0.311, 2.679, -7.312], [-2.518, 5.217, 1.557], [2.108, -3.998, -5.980], [0.729, 2.708, -2.778], [2.421, 3.308, -6.133], [0.280, -4.015, 2.611], [0.029, -0.860, -4.837], [-2.235, 0.523, 7.823], [0.616, 4.192, 3.666], [1.863, -4.496, -4.300], [3.486, -4.097, -4.897], [0.772, 1.728, 4.946], [3.136, 0.079, -2.904], [-0.869, 0.559, -6.685], [0.234, -2.296, 5.629], [3.279, 1.878, -4.251], [-2.539, -0.299, -1.972], [-1.059, 2.381, -0.268], [-0.996, 2.366, 6.578], [1.976, -1.751, -5.499], [1.223, 4.400, 1.630], [-1.838, -0.187, -3.592], [-1.598, -3.147, 1.184], [0.402, 1.697, 0.377], [3.884, -2.705, -2.232], [-1.263, 0.900, 0.561], [-1.409, -1.541, -2.523], [-1.819, -4.105, 5.176], [-0.918, 3.015, -2.220], [2.362, -3.604, -2.249], [-3.008, -4.199, 1.496], [2.481, -2.104, -1.293], [-0.685, -5.505, 2.436], [-0.666, 2.205, -3.769], [0.167, 5.725, 1.045]]
}

=====

4.
{
  "formula": "C25H41F5HoP2",
  "method": "wB97M-V/def2-TZVPD",
  "total_charge": 1,
  "spin_multiplicity": 5,
  "relative_energy_kj_mol": 0.0,
  "total_energy_ha": -3107.04671,
  "elements": ["Ho", "P", "P", "F", "F", "F", "F", "F", "C", "C", "C", "C", "C", "C", "C", "C", "C", "C", "C", "C", "C", "C", "C", "C", "C", "C", "C", "C", "C", "C", "C", "C", "C", "H", "H", "H", "H", "H", "H", "H", "H", "H", "H", "H", "H", "H", "H", "H", "H", "H", "H", "H", "H", "H", "H", "H", "H", "H", "H", "H", "H", "H", "H", "H", "H", "H", "H", "H", "H", "H", "H", "H", "H", "H"],
  "xyz": [[0.129, 1.677, 0.357], [1.349, -0.543, -0.343], [-1.615, -0.216, 0.978], [-0.175, 2.504, 3.560], [1.129, 0.751, 3.184], [3.123, 2.616, 2.255], [1.808, 4.211, 3.045], [2.544, 2.630, 4.376], [-1.365, 2.307, -2.753], [-2.225, -0.503, 2.651], [-1.469, -4.162, -0.724], [-1.442, 3.636, -0.522], [0.865, 2.055, 2.760], [1.705, 3.181, -2.533], [1.941, 5.144, -0.081], [-1.293, -3.991, 0.626], [-2.906, 3.627, -0.300], [-0.912, -5.300, -1.521], [1.066, -1.225, -1.982], [-0.831, 5.370, 1.302], [0.407, -4.972, -2.239], [-0.411, -4.836, 1.477], [0.767, 4.310, -0.408], [-2.784, -0.953, -0.194], [2.928, -0.985, 0.370], [1.410, -4.243, -1.394], [-0.747, 3.076, -1.646], [0.637, 3.446, -1.540], [-0.505, 4.420, 0.220], [2.092, 2.876, 3.123], [-0.013, -1.241, 0.786], [1.542, -4.333, -0.053], [0.862, -5.366, 0.788], [3.095, -0.399, 1.291], [1.744, 6.214, -0.247], [-2.832, -2.043, -0.054], [-2.479, -0.722, -1.229], [1.567, -5.679, 1.577], [0.110, -0.886, -2.416], [-0.815, 6.415, 0.952], [-2.246, -1.585, 2.855], [3.698, -0.709, -0.366], [2.936, -2.060, 0.584], [2.230, -3.804, -1.966], [-3.764, -0.488, 0.000], [-1.768, 2.961, -3.543], [0.404, -1.440, 1.789], [-1.653, -5.561, -2.296], [1.904, -0.908, -2.621], [-1.577, 0.012, 3.382], [2.387, -3.859, 0.435], [-0.636, 1.645, -3.236], [0.643, -6.286, 0.228], [0.857, -5.907, -2.621], [2.809, 4.870, -0.687], [-2.221, -3.593, -1.251], [1.503, 2.250, -3.076], [1.808, 3.989, -3.278], [2.218, 5.030, 0.972], [-0.990, -5.692, 1.862], [-3.123, 3.626, 0.775], [-0.800, -6.220, -0.931], [0.171, -4.385, -3.143], [-3.415, 4.503, -0.738], [-2.204, 1.693, -2.398], [-0.287, -2.207, 0.335], [-0.107, 5.291, 2.121], [1.049, -2.312, -1.890], [-3.353, 2.729, -0.741], [-0.098, -4.269, 2.368], [-1.989, -3.371, 1.174], [2.672, 3.077, -2.025], [-3.236, -0.069, 2.711], [-1.827, 5.181, 1.717]]
}

=====

5.
{
  "formula": "C25H41FO10S",
  "method": "wB97M-V/def2-TZVPD",
  "smiles": "CCOCC1=C(S(=O)(=O)F)C(=O)C(O)=CC1=O.C1CCOC1.C1CCOC1.C1CCOC1.C1CCOC1",
  "total_energy_ha": -2227.44002,
  "elements": ["S", "F", "O", "O", "O", "O", "O", "O", "O", "O", "O", "O", "C", "C", "C", "C", "C", "C", "C", "C", "C", "C", "C", "C", "C", "C", "C", "C", "C", "C", "C", "C", "C", "C", "C", "C", "C", "H", "H", "H", "H", "H", "H", "H", "H", "H", "H", "H", "H", "H", "H", "H", "H", "H", "H", "H", "H", "H", "H", "H", "H", "H", "H", "H", "H", "H", "H", "H", "H", "H", "H", "H", "H", "H", "H", "H", "H", "H"],
  "xyz": [[-2.591, -0.017, -1.227], [-1.990, 0.582, 0.077], [-0.565, 1.247, -3.134], [-1.362, -0.367, 4.383], [0.055, 0.497, -7.319], [1.358, -3.171, -1.335], [-3.071, 1.041, -2.037], [0.521, -0.968, 6.509], [2.917, 0.433, -1.709], [-0.634, -1.988, 0.926], [1.107, -0.026, -4.810], [-3.465, -1.060, -0.821], [3.571, 2.702, -1.663], [0.748, 1.732, -9.211], [-3.567, 0.472, 4.495], [3.961, 0.559, -0.741], [2.764, 1.663, -2.430], [-1.050, -0.298, 8.139], [-0.767, -1.298, 7.025], [-0.761, 1.900, -9.036], [0.933, 0.306, 7.003], [0.686, -0.648, -3.689], [1.197, -1.793, -3.221], [-1.650, 0.260, 3.127], [-0.368, 0.086, -2.926], [-2.545, -0.427, 5.179], [-1.092, -0.693, -1.878], [0.733, -2.337, -1.954], [-3.168, 0.332, 3.027], [-0.569, -1.833, -1.390], [1.163, 1.246, -7.829], [-0.299, 0.935, 7.639], [-1.100, 0.722, -8.133], [-0.275, -2.861, 1.987], [4.696, 1.851, -1.075], [-1.118, -2.627, -0.239], [0.160, -1.999, 3.156], [1.706, 1.910, -2.495], [4.600, -0.323, -0.793], [0.918, -1.307, 2.785], [1.730, 0.157, 7.741], [3.513, 0.603, 0.257], [3.920, 3.514, -2.299], [-3.440, 1.506, 4.821], [-1.316, 1.884, -9.972], [-0.620, -0.647, 9.080], [1.103, -0.642, -5.554], [-0.891, 1.452, 6.881], [-1.135, -3.487, 2.255], [-2.894, -1.466, 5.216], [2.047, 0.607, -7.850], [-0.674, -1.446, 3.585], [-2.203, -2.655, -0.242], [1.358, 2.084, -7.152], [-1.502, -1.208, 6.217], [-1.301, -0.182, -8.717], [-1.204, 1.261, 3.126], [-0.976, 2.841, -8.526], [-3.510, 1.153, 2.399], [-2.115, -0.131, 8.293], [3.150, 1.525, -3.445], [5.462, 1.667, -1.832], [-4.594, 0.174, 4.702], [-2.307, -0.107, 6.195], [5.176, 2.297, -0.206], [1.332, 0.895, 6.176], [-1.956, 0.914, -7.485], [0.633, -2.637, 3.901], [2.968, 3.132, -0.860], [1.260, 2.647, -9.504], [-1.195, -0.324, 2.328], [-0.050, 1.647, 8.424], [0.958, 0.968, -9.962], [2.003, -2.329, -3.704], [-3.564, -0.599, 2.615], [0.550, -3.515, 1.682], [-0.756, -2.333, 7.370], [-0.747, -3.652, -0.313]]
}

=====

6.
{
  "formula": "C25H41IrN4O2SSi4",
  "method": "wB97M-V/def2-TZVPD",
  "total_charge": -1,
  "spin_multiplicity": 2,
  "relative_energy_kj_mol": 304.3,
  "total_energy_ha": -3007.24073,
  "elements": ["Ir", "S", "Si", "Si", "Si", "Si", "O", "O", "N", "N", "N", "N", "C", "C", "C", "C", "C", "C", "C", "C", "C", "C", "C", "C", "C", "C", "C", "C", "C", "C", "C", "C", "C", "C", "C", "C", "C", "H", "H", "H", "H", "H", "H", "H", "H", "H", "H", "H", "H", "H", "H", "H", "H", "H", "H", "H", "H", "H", "H", "H", "H", "H", "H", "H", "H", "H", "H", "H", "H", "H", "H", "H", "H", "H", "H", "H", "H", "H"],
  "xyz": [[-0.718, 0.842, -0.045], [-0.953, 0.110, 2.071], [0.147, -2.646, 3.618], [0.867, -2.534, -0.114], [2.698, 0.188, 1.347], [0.938, -1.184, 1.974], [-2.092, 2.008, -1.849], [0.041, -1.030, -0.782], [0.048, 1.645, 4.082], [-0.462, 2.744, 2.114], [-0.888, 2.636, 0.800], [-0.829, -0.419, -7.995], [-2.373, 0.015, -4.883], [2.956, 1.760, 2.346], [2.169, -2.615, -1.515], [-0.836, 2.116, -3.893], [-3.179, 6.046, -1.924], [-1.342, 0.552, -5.647], [-0.374, -1.187, -2.133], [-1.429, -3.528, 3.122], [1.305, -3.917, 4.408], [-1.262, 3.846, 0.350], [-0.577, 1.610, -5.150], [-0.326, -1.590, 5.128], [-2.479, 3.372, -1.823], [-3.331, 3.826, -2.806], [-2.355, 5.586, -0.932], [2.983, 0.646, -0.441], [-1.852, 1.552, -3.126], [-1.985, 4.207, -0.791], [-3.709, 5.164, -2.877], [1.843, -3.805, 1.000], [-0.634, -3.667, -0.435], [-2.632, 0.519, -3.620], [-0.410, 1.662, 2.769], [4.221, -0.855, 1.827], [-1.057, 0.012, -6.953], [5.099, -0.207, 1.896], [2.750, -3.396, 1.457], [2.332, 2.577, 1.984], [-3.703, 3.125, -3.543], [-4.387, 5.502, -3.648], [-1.933, -3.869, 4.030], [-1.461, -1.239, -2.171], [-1.572, -3.108, -0.429], [3.854, 1.307, -0.460], [-0.572, -2.229, 5.980], [3.169, -2.624, -1.079], [-0.262, 2.937, -3.486], [2.720, 1.609, 3.399], [0.061, 2.558, 4.511], [-1.196, -0.963, 4.920], [-3.425, 0.121, -3.002], [4.439, -1.627, 1.086], [-2.105, -2.862, 2.580], [-1.235, -4.383, 2.477], [-2.972, -0.793, -5.283], [4.007, 2.047, 2.251], [2.133, -1.793, -2.231], [1.217, -4.206, 1.793], [0.018, -2.105, -2.574], [-1.044, 4.652, 1.043], [-1.966, 6.279, -0.195], [-0.020, -0.346, -2.736], [2.152, -4.655, 0.377], [-3.431, 7.099, -1.961], [-0.343, 0.918, 4.660], [3.185, -0.232, -1.058], [0.870, -4.242, 5.357], [4.092, -1.351, 2.791], [2.124, 1.167, -0.871], [2.284, -3.479, 4.613], [-0.557, -4.168, -1.404], [0.214, 2.029, -5.756], [2.060, -3.549, -2.075], [0.506, -0.942, 5.412], [-0.703, -4.444, 0.327], [1.468, -4.800, 3.794]]
}

=====

Let's list max |F| in order: 3.60 3.30 2.40 4.18 2.96 1.54 eV/Å.